Entry from the OMol25 dataset: C7H12O in the gas phase at a distorted geometry (ωB97M-V/def2-TZVPD).

The geometry in XYZ format:
```
20
Properties=species:S:1:pos:R:3
H 0.88504 -2.66670 -0.00773
C 0.49288 -0.48981 0.46293
O -1.36212 0.06997 -0.42746
H 0.21208 0.58166 -2.11834
C 0.78738 -1.67680 -0.37123
C -1.47661 0.75345 0.91996
H 1.35302 -1.77002 -1.22685
H 0.94925 2.19592 -1.92521
H -1.49573 -1.79530 0.58250
H -0.70885 -0.46230 2.48127
H -2.21399 0.25299 1.76506
H 0.70370 1.77620 0.13795
C 1.24125 0.84917 -0.21265
H -1.70981 1.83085 0.65065
C 1.13744 1.12246 -1.75843
H 1.83947 0.70223 -2.58729
C -0.64232 -1.17564 -0.08522
H 0.39653 0.97068 2.08714
H 2.28772 0.49369 0.19915
C -0.14026 0.17223 1.60820
```

Summary:
- Max |F|: 0.094 Eh/bohr
- E: -9493.3254 eV
- HOMO energy: -8.5 eV
- 2S+1: 1
- Gap between HOMO and LUMO: 9.5 eV
- Net charge: 0

***

Entry from the OMol25 dataset: a molecular structure, C18H45MnO12P2 at a distorted geometry (ωB97M-V/def2-TZVPD).

The geometry in XYZ format:
```
78
Properties=species:S:1:pos:R:3
O 3.21436 0.26952 2.26402
H -2.75703 0.80441 -2.83174
C 1.94776 -2.96109 -4.11426
H 1.16131 -2.84408 1.46548
C -8.36271 1.94114 -3.64028
H -5.66884 -1.62316 0.57491
H 6.69520 -0.42158 2.50096
C -6.67935 -0.15956 -1.28642
H 6.94010 -0.27564 4.12921
O -8.13158 0.78090 -2.86687
H 1.83589 -3.82148 -4.76887
H -7.79149 1.83612 -4.57504
C -2.46708 -1.97985 2.31603
H 1.26735 -0.15575 2.26554
H -5.73576 0.02969 1.14003
H -7.32300 0.35964 -0.56760
C 3.09841 -2.07475 -4.49529
O 0.68875 -2.25078 -4.12360
C 1.78019 0.42604 4.25282
C -5.19697 -0.63660 0.45423
H -2.44837 -2.95768 1.81689
H 3.80068 3.56835 5.10704
C 6.10799 -0.39816 3.42989
H -6.30942 -0.02596 -3.40061
H -1.36177 1.84395 -2.82465
O -1.26115 -1.02078 -3.27648
C -6.77713 0.56998 -2.60113
H 1.95071 1.60680 -1.70614
H 4.37979 4.49864 2.33303
C -1.23921 0.16635 -4.15815
H 1.75425 1.59871 0.06548
H -0.18960 0.39041 -4.34154
O 0.55211 -3.28135 0.86691
H 2.95843 -1.62520 -5.47278
H 3.63236 5.14268 4.39910
H -6.22238 1.51747 -2.57265
H -2.34169 -2.12808 3.38915
H 5.66436 3.50378 2.91363
C 4.32179 4.30440 4.50454
C -3.72836 -0.75002 0.78812
O 1.04603 -0.65450 -2.28494
H 5.25673 4.66609 4.92376
C 1.90526 0.58705 2.75368
H -3.24979 0.23176 0.78949
C -2.01471 1.27145 -3.48213
O -5.33353 -0.20754 -0.88968
P 0.03129 -1.70114 -2.81172
C 5.37858 -1.69956 3.63239
O 5.30490 0.77787 3.56625
H 5.03689 -1.68382 4.67420
Mn -0.02353 -4.33979 -0.52679
H 0.72430 0.58590 4.49663
C 1.05373 -0.20794 -0.88283
H 1.99445 -0.59511 4.56713
H 1.54668 -1.02969 -0.37067
H -3.33800 -1.48083 0.07112
H -1.69374 -0.13679 -5.09760
H 2.15159 -3.37050 -3.11447
H 6.10900 -2.50218 3.57830
H -9.41409 2.02872 -3.88262
H 4.50681 -1.77507 2.99307
O 3.77594 2.60186 2.85008
H 3.34774 -1.33615 -3.73255
O -0.27690 -2.77574 -1.83329
C 4.62486 3.76991 3.10504
C 1.97049 0.98781 -0.81120
H 0.05277 0.01702 -0.52528
O 5.20029 1.36860 1.07871
H -1.57960 -1.41444 1.99625
O -3.64541 -1.26030 2.10692
H -7.07324 -1.17557 -1.42248
H 2.37117 1.14803 4.80987
H 1.55313 1.57215 2.44911
H -7.97057 2.82274 -3.12423
H 3.00499 0.67260 -0.66223
H 4.00028 -2.69758 -4.45274
H -2.53871 1.88279 -4.20956
P 4.44501 1.28445 2.32205
```

Summary:
- Max |F|: 0.042 Eh/bohr
- E: -93861.1505 eV
- Expectation value of S²: 8.75
- HOMO energy (spin up / spin down): -11.4 / -11.4 eV
- 2S+1: 6
- Gap between HOMO and LUMO (spin up / spin down): 6.4 / 6.3 eV
- Net charge: +1

***

Entry from the OMol25 dataset: a molecular structure, C34H38GeN3O3SSbTc (ωB97M-V/def2-TZVPD).

The geometry in XYZ format:
```
82
Properties=species:S:1:pos:R:3
C 1.57952 2.01085 2.19002
O 0.85660 1.96397 3.14100
O 2.30470 0.72160 -0.91173
C -5.86077 0.09882 2.28737
H -0.53219 3.79837 -3.79560
H 0.70771 -3.65617 2.10287
H 0.12899 1.63320 -2.83863
H 4.59149 3.00706 -1.03679
H 2.24852 -4.28307 -3.84877
C -6.94157 0.94198 2.00193
C 1.82541 -2.19106 -3.62484
H -3.97351 0.28323 4.47572
C 1.64878 -3.85665 1.59678
O -4.18643 1.70994 1.68090
C 4.80441 4.29014 0.68927
H 4.04356 -1.48672 -1.16419
H -2.90193 2.28107 6.53745
H -4.38579 2.47397 5.59652
N -3.45296 -0.42699 2.01344
C -2.63735 3.41960 -3.59878
H -9.44300 -1.04457 3.09649
N -1.66487 0.80615 2.89207
H 5.62361 4.85611 0.26628
H -0.64722 0.89960 2.90503
H -2.73604 -1.65483 -1.49579
H 1.50455 -4.50889 0.73930
H -1.51522 2.12015 4.45364
C 2.36552 1.46934 0.12771
H 4.80826 5.42914 2.49968
C 3.39121 -1.09112 2.63441
C 2.71720 2.89967 1.83941
H -2.49822 0.05291 5.40465
C 3.18742 2.56615 0.55119
C 0.03650 -3.02065 -1.63104
C -4.53194 0.60644 1.99177
Sb 2.52826 -2.04750 0.97089
C -1.28606 3.09732 -3.46394
H -4.67478 2.81069 -3.30390
H 2.92077 4.18977 3.54929
C -3.28787 1.32189 -2.63801
H -6.75976 1.91345 1.56231
C -8.43563 -0.72328 2.86671
C 1.06483 -1.24461 -2.97078
C -6.07614 -1.15528 2.87445
H -2.91380 4.37072 -4.03642
C -3.63372 2.54200 -3.18717
H -2.94642 2.37850 3.44918
C -2.16251 -0.12279 2.14225
C 4.33830 4.61607 1.96115
H 1.16303 -0.20478 -3.25417
N 1.43586 1.12246 1.06326
H -9.06708 1.16876 2.07324
C 0.80049 -3.95531 -2.29639
C 4.23313 3.25401 -0.04637
H 2.50625 -1.89243 -4.41150
H -5.24956 -1.79952 3.15107
H 4.10528 -1.79530 3.06503
C 0.15089 -1.63111 -1.94437
Tc 0.66677 -0.31827 -0.07988
H 0.68736 -5.00982 -2.07797
C -3.14611 0.80875 4.95320
H 2.35279 -4.31231 2.29563
H 3.91289 -0.19237 2.31091
C 3.27701 3.92398 2.56286
H 3.73386 -3.25317 -1.08260
Ge -1.60242 -0.73871 -1.91206
H -4.24768 1.17416 6.77591
C 1.68006 -3.54038 -3.30037
C -8.22656 0.52459 2.29021
C -0.92209 1.88204 -2.92750
C -1.92501 0.97721 -2.51839
H -3.69946 -1.33545 1.64391
S -1.08937 -1.19669 1.15466
C 3.98615 -2.35933 -0.51779
C -7.36455 -1.56119 3.16275
H 2.61634 -0.85568 3.36104
C -3.70070 1.74261 6.02671
H -4.06613 0.63709 -2.32091
C -2.34128 1.62306 3.94733
H -0.68467 -3.34908 -0.88871
H 4.93387 -2.50244 0.00360
H -7.54017 -2.52070 3.62868
```

Summary:
- Max |F|: 0.009 Eh/bohr
- E: -122534.4567 eV
- Expectation value of S²: 3.83
- HOMO energy (spin up / spin down): -17.8 / -17.8 eV
- 2S+1: 4
- Gap between HOMO and LUMO (spin up / spin down): 4.2 / 4.2 eV
- Net charge: +4

***

Entry from the OMol25 dataset: C4H11N3 in the gas phase at a distorted geometry (ωB97M-V/def2-TZVPD).

The geometry in XYZ format:
```
18
Properties=species:S:1:pos:R:3
H 1.12779 0.92255 2.41498
C 0.75484 -0.32503 -0.31146
C 1.94144 0.89603 1.65984
H -0.84415 0.50149 0.78174
H -2.73107 -1.30965 -2.08045
H 0.91834 1.72211 -0.17822
N -2.99089 -0.44649 0.15843
H 2.38468 0.97379 -0.54393
H 2.62504 0.06859 1.88106
H 1.19363 -1.31378 -0.25381
N -1.82806 -1.18706 -1.66304
H 0.66530 -0.21598 -1.40128
H -3.52267 -1.29452 0.26185
H 2.32460 1.94030 1.73801
C -1.84854 -0.56201 -0.43065
C 1.56878 0.91003 0.21067
H -1.10447 -1.04932 -2.35693
N -0.63458 -0.23104 0.11318
```

Summary:
- Max |F|: 0.072 Eh/bohr
- E: -8795.3334 eV
- HOMO energy: -7.8 eV
- 2S+1: 1
- Gap between HOMO and LUMO: 8.7 eV
- Net charge: 0

***

Entry from the OMol25 dataset: a molecular structure, C43H28BrClF4NO3P2SV (ωB97M-V/def2-TZVPD).

The geometry in XYZ format:
```
85
Properties=species:S:1:pos:R:3
H 1.05805 -0.16871 -5.11143
C 0.10502 -0.37909 -4.64745
C -1.29587 3.33914 -2.46979
H 2.35044 1.90343 5.31162
C -0.23821 0.25543 -3.46686
C -0.77809 -1.27468 -5.23505
N -1.83157 -0.81412 1.82282
C 2.48005 1.50346 -1.20012
C 3.01221 -0.81351 -1.62688
P -1.74644 0.81151 -1.28499
H -2.08941 -5.65907 4.87653
C 4.29869 2.74327 2.67079
H -6.90654 3.00288 -0.45660
C -0.21386 5.15479 -1.33765
C 3.34485 -0.48968 -2.93389
C 4.25029 -4.12385 2.10357
C 2.74836 1.89479 4.30705
C 2.97721 -1.74966 1.39605
C 4.91251 -2.91028 2.23960
C -3.15423 -4.46324 1.88509
C -0.06330 4.35546 -0.21129
C 2.94965 -4.16598 1.62143
Br -0.29208 2.03646 1.34486
H 2.16380 2.28780 -0.52011
C -3.90987 1.62918 0.35505
F 0.23124 6.39103 -1.32967
H -4.07828 1.20099 -3.10697
P 2.09896 -0.23586 0.94942
O -4.37131 -0.02307 -1.41233
H 5.10735 3.40820 2.40254
C -2.35275 -0.91505 -3.44636
H 5.92230 -2.88567 2.62258
C -1.99738 -1.54345 -4.63130
F 0.52811 4.85787 0.86140
C -5.10703 2.21070 0.49759
C -3.53930 1.02990 -0.93679
H 3.68858 -1.26303 -3.60618
C 2.82943 1.82145 -2.50192
F -1.91602 2.90327 -3.55673
V -0.40069 -0.59700 0.38390
C -4.47959 1.23417 -2.09913
H 1.42973 0.33985 3.64476
C 2.23060 1.01725 3.36997
C 2.34214 -2.97457 1.28085
H -3.29202 -1.15452 -2.97436
C -1.65925 -3.68676 4.15918
C 3.77683 2.76148 3.95563
H -3.73279 -4.75416 1.01865
H 2.42183 -5.10212 1.51461
C -1.47935 0.00595 -2.87317
C 3.79147 1.86331 1.72468
C 2.75017 1.00755 2.07408
H 2.77936 2.84809 -2.83785
O -0.46811 -0.91636 3.65372
C 4.27820 -1.72705 1.89296
H -3.22301 1.54937 1.18798
H 4.17607 3.44945 4.68734
H 3.11495 -1.83634 -1.28531
C 3.26402 0.82509 -3.36848
H 4.78936 -0.78172 2.01692
H -0.51522 -1.76589 -6.16117
C -0.52239 3.05542 -0.23659
C -5.68035 2.04210 -1.86143
Cl 0.70362 -3.01181 0.66142
H 4.74322 -5.04537 2.37930
C -1.85617 -2.81448 3.10694
H 0.45263 0.96153 -3.01924
H -2.68081 -2.24798 -5.08237
H 4.21838 1.84144 0.73115
C -1.13803 2.51285 -1.36770
H -5.39591 2.59627 1.46557
C -0.83091 4.64759 -2.46807
O -1.69772 -1.95319 -0.28493
F -0.98081 5.41102 -3.52873
H -3.37316 -6.33386 2.89868
C -2.58039 -3.21117 1.99299
H -6.27389 2.32731 -2.71784
C -2.21657 -4.95752 4.06433
C -2.94885 -5.34112 2.94271
H -1.09604 -3.37217 5.02635
H 3.55047 1.07900 -4.37925
S -2.74345 -1.83532 0.87995
C 2.59241 0.18417 -0.74676
C -1.31185 -1.43665 2.96512
C -6.00370 2.43382 -0.62500
```

Summary:
- Max |F|: 0.012 Eh/bohr
- E: -201198.1264 eV
- Expectation value of S²: 2.04
- HOMO energy (spin up / spin down): -13.8 / -13.7 eV
- 2S+1: 3
- Gap between HOMO and LUMO (spin up / spin down): 7.1 / 7.9 eV
- Net charge: +2

***

In kcal/mol, the energy relative to the best compared isomer or geometry (same formula, charge and spin) values for the records above are, in order, 172.8 35.4 0.0 52.7 49.5.